Entry 1:
161
Properties=species:S:1:pos:R:3:mulliken_charge:R:1 method="wB97M-V/def2-TZVPD" e_above_lowest_kj_mol=0.0 homo_ev="-12.603 / -12.603" lumo_energy_ev="-3.2 / -5.5" fmax_ev_per_a=5.338 spin_multiplicity=6 homo_lumo_gap_ev="9.4 / 7.1" mol_weight_g_mol=1241.75 total_charge=+2 e_tot_ha=-5757.881164
Fe 4.0403 -2.1344 0.3806 3.98
B -0.1198 0.4139 0.7236 -0.20
F -0.4007 0.1884 -0.5980 0.97
F 1.3639 0.2754 0.9741 -0.10
F -0.5276 1.5884 1.2513 0.80
F -0.6624 -0.6635 1.5026 0.28
C -1.0842 3.4030 -1.7302 0.56
O -0.8385 3.3263 -2.9754 -0.90
N -1.7528 2.5309 -1.0612 0.71
N -0.5558 4.4228 -0.9760 -0.26
H -2.0838 1.7377 -1.5590 -0.43
H -1.9583 2.6247 -0.0655 -0.20
H -0.6756 4.5924 0.0071 0.02
H -0.2679 5.2254 -1.5257 0.26
C 5.9467 -6.4945 -5.1500 0.60
O 5.5174 -5.9382 -4.1642 -0.67
N 5.2053 -7.2652 -6.0383 -0.40
N 7.2893 -6.5111 -5.4360 -0.39
H 5.6623 -7.7238 -6.7699 0.15
H 4.2508 -7.3346 -5.9161 0.20
H 7.6210 -6.8573 -6.3436 0.21
H 7.8618 -5.9046 -4.8774 0.21
C 3.3369 -5.0411 1.3336 0.39
O 3.9007 -4.2901 0.4847 -0.75
N 3.0691 -6.3293 1.0090 -0.43
N 3.0156 -4.6018 2.5605 -0.29
H 3.3295 -6.6463 0.0780 0.25
H 2.7600 -6.9709 1.7338 0.20
H 3.2635 -3.6520 2.7641 0.02
H 2.2029 -5.0801 3.0752 0.29
C 1.3726 -2.7367 -0.8537 -0.27
O 2.4888 -2.1914 -0.8683 -0.32
N 0.6207 -2.4497 -1.9925 -0.25
N 0.8613 -3.4795 0.1271 0.11
H -0.3706 -2.5801 -2.0612 0.06
H 1.0460 -1.7344 -2.5545 -0.01
H -0.0344 -3.8547 -0.0520 0.24
H 1.1779 -3.3250 1.1128 -0.25
C -2.9979 -3.0843 -0.7609 0.57
O -2.4802 -4.1145 -0.2344 -0.80
N -3.9205 -3.1594 -1.6853 -0.33
N -2.4479 -1.9100 -0.4170 0.56
H -4.1365 -2.3393 -2.2637 0.10
H -4.2288 -4.0407 -1.9213 0.23
H -2.6201 -0.9547 -0.7422 -0.29
H -1.8641 -1.9433 0.4124 -0.63
C 2.6892 -1.2235 2.8954 -0.12
O 2.9193 -2.1363 2.0367 0.75
N 3.5337 -0.1895 2.9493 -0.38
N 1.8472 -1.4233 3.9020 -0.17
H 3.8930 0.1027 2.0138 0.07
H 3.1033 0.6455 3.3612 0.18
H 1.6946 -0.7666 4.6733 0.23
H 1.2593 -2.1999 3.9855 0.23
C -0.9734 -4.3088 2.5729 0.33
O 0.1675 -4.3433 3.1080 -0.70
N -1.6508 -3.1274 2.3907 -0.23
N -1.5616 -5.4337 2.1155 -0.43
H -2.4253 -3.1096 1.7996 0.34
H -1.2053 -2.2960 2.6174 -0.16
H -1.0525 -6.3261 2.1715 0.25
H -2.1709 -5.4057 1.2744 0.28
C 5.4905 -3.2664 -2.0851 0.51
O 5.3293 -2.4589 -1.0866 -0.88
N 5.2941 -2.7659 -3.3092 -0.36
N 5.9693 -4.5013 -1.8550 -0.26
H 4.5952 -2.0020 -3.3091 0.20
H 5.3413 -3.4813 -4.0520 0.27
H 5.9747 -4.7585 -0.8788 0.14
H 6.0166 -5.2308 -2.5936 0.36
C -3.9245 1.8075 2.1826 0.31
O -3.4175 2.7267 1.5523 -0.85
N -4.8260 1.9928 3.2136 -0.31
N -3.5694 0.4898 1.8183 -0.20
H -4.9042 1.3326 3.9754 0.19
H -5.0601 2.9899 3.3552 0.23
H -3.7624 -0.3129 2.4068 0.26
H -2.6335 0.4453 1.4498 -0.25
C -4.3578 0.9293 -3.1622 0.49
O -3.6184 0.1535 -2.5451 -0.32
N -5.6727 0.7284 -3.2426 -0.44
N -3.8957 2.0534 -3.7864 -0.31
H -6.2114 1.3662 -3.7940 0.10
H -6.0507 0.1526 -2.4628 0.28
H -2.9191 2.2391 -3.6619 0.01
H -4.6059 2.8159 -3.9540 0.34
C -1.4957 5.6098 2.8099 0.42
O -0.5666 5.1229 2.0651 -0.77
N -1.2442 6.6069 3.7180 -0.45
N -2.7440 5.1577 2.7488 -0.12
H -0.3649 7.0362 3.5317 0.25
H -1.9883 7.1706 4.1098 0.20
H -3.4559 5.4426 3.4375 0.22
H -2.8325 4.2953 2.2189 0.18
C 2.2740 3.4121 3.1435 0.47
O 2.9104 2.5166 3.7329 -0.90
N 1.5488 3.3214 2.0185 0.01
N 2.3067 4.6931 3.5696 -0.39
H 0.8399 4.0646 1.9185 0.47
H 1.1592 2.4203 1.7613 -0.63
H 2.9813 4.8622 4.3640 0.28
H 1.9432 5.3662 3.0056 0.17
C -6.7773 4.9468 4.1194 0.66
O -5.5594 4.6567 4.0526 -0.72
N -7.6645 4.2287 4.8295 -0.39
N -7.2266 6.1095 3.5657 -0.38
H -7.4492 3.4734 5.4009 0.20
H -8.6793 4.3529 4.7713 0.18
H -8.1557 6.4686 3.5726 0.18
H -6.5938 6.5845 2.9685 0.21
C 4.6327 0.5342 -0.6180 -0.06
O 4.4950 -0.2414 0.3382 -0.77
N 3.8687 1.6646 -0.6435 -0.26
N 5.5031 0.3149 -1.5701 -0.13
H 3.1302 1.6284 0.0773 -0.16
H 3.9385 2.4104 -1.3086 0.29
H 5.6117 0.9852 -2.3221 0.27
H 5.8307 -0.6861 -1.6608 0.23
C 2.3395 1.0442 -3.2546 0.50
O 3.0801 0.0405 -2.9535 -0.69
N 1.0770 1.1273 -2.8220 0.65
N 2.7017 2.2522 -3.8400 -0.46
H 0.8167 0.5765 -2.0618 -0.85
H 0.4396 1.8778 -3.0271 0.22
H 1.8748 2.7559 -4.0707 0.17
H 3.3972 2.3795 -4.5439 0.25
C 6.3820 -2.3525 2.6728 0.43
O 5.6568 -2.2997 1.6863 -0.60
N 6.1979 -1.6104 3.7855 -0.38
N 7.5575 -3.0543 2.6249 -0.47
H 6.6444 -1.8329 4.6472 0.24
H 5.3193 -1.0802 3.8629 0.19
H 7.6850 -3.5056 1.7298 0.24
H 8.2512 -2.7802 3.3010 0.21
C -1.8169 0.0695 -5.7902 -0.74
C -1.4702 -1.3374 -5.4143 -0.30
O -1.9034 -1.6824 -4.1039 -0.43
H -1.7991 0.3972 -6.8272 0.43
H -1.1789 0.7218 -5.2661 0.02
H -2.8048 0.2694 -5.4111 0.15
H -0.4098 -1.5098 -5.4574 0.33
H -1.9124 -1.9886 -6.1268 0.27
H -2.7155 -1.1997 -3.8989 0.16
C -8.1433 3.4859 -3.0120 -0.91
C -7.6315 3.8685 -4.4172 -0.38
O -6.2257 3.4321 -4.7294 -0.53
H -7.5969 4.0875 -2.3105 0.25
H -8.0202 2.4255 -2.7955 0.29
H -9.2876 3.6164 -3.0290 0.32
H -7.6420 4.9690 -4.4708 0.31
H -8.3093 3.5643 -5.2299 0.37
H -6.1297 3.4773 -5.6868 0.25
C -0.6046 1.6329 4.4548 0.48
C -0.0206 1.9747 5.7904 -0.64
O 1.2772 1.3373 6.0475 -0.62
H -1.4335 2.3001 4.2139 0.13
H -1.0215 0.6467 4.4755 0.21
H 0.1006 1.8076 3.6741 -0.52
H -0.6686 1.6602 6.6247 0.41
H 0.1019 3.1600 5.8010 0.20
H 1.8449 1.8502 5.4522 0.33

***

Entry 2:
204
Properties=species:S:1:pos:R:3:mulliken_charge:R:1 method="wB97M-V/def2-TZVPD" homo_ev=-9.170 lumo_energy_ev=0.4 fmax_ev_per_a=3.075 homo_lumo_gap_ev=9.5 mol_weight_g_mol=1385.32 total_charge=0 e_tot_ha=-6274.285058
C -1.5147 -23.3619 16.1803 -1.22
C 0.0000 -23.5184 16.0090 1.53
O 0.6390 -22.2322 16.1766 -0.54
P 2.0111 -21.9023 15.5683 1.14
O 3.1410 -22.6942 16.0356 -0.85
O 2.1280 -20.3573 15.9789 -0.32
C 2.5171 -20.0996 17.3686 0.09
C 2.2085 -18.7226 17.7437 -1.42
O 1.8118 -21.8549 14.0044 0.43
C 0.8115 -20.9709 13.3819 0.13
C 1.5338 -19.8119 12.7055 -1.18
H -1.7515 -22.5074 16.8226 0.36
H -1.9382 -23.0764 15.1933 0.49
H -2.0116 -24.2918 16.3211 -0.26
H 0.3435 -24.1165 16.8983 -0.04
H 0.2199 -23.9690 15.0448 -0.67
H 1.9543 -20.8344 17.9898 0.23
H 3.6140 -20.2428 17.3736 0.13
H 2.7506 -18.5027 18.6921 0.38
H 2.5549 -18.0127 16.9989 0.30
H 1.1577 -18.5870 17.9390 0.35
H 0.2558 -21.6632 12.7121 -0.04
H 0.0452 -20.5679 14.0487 0.32
H 2.2319 -20.2027 11.9873 0.16
H 0.8855 -19.1647 12.1203 0.45
H 2.0629 -19.2529 13.4826 0.26
C -0.2778 -28.1649 18.2024 0.86
C -0.1532 -26.6699 18.4604 0.30
O -0.3953 -26.4229 19.8868 -0.33
P -1.1120 -25.1312 20.4197 0.57
O -1.6224 -24.2248 19.4185 -0.66
O -2.1065 -25.7073 21.5149 -0.15
C -1.7739 -26.8442 22.3922 -0.42
C -2.7881 -27.9813 22.0688 -0.67
O 0.0590 -24.3849 21.1912 -0.41
C -0.2512 -23.0967 21.8797 -0.25
C -1.0926 -23.3372 23.0754 -0.86
H 0.3369 -28.7855 18.8880 0.73
H -1.3212 -28.4588 18.4239 -0.05
H -0.0483 -28.3455 17.1483 -1.46
H 0.8198 -26.2866 18.2836 0.68
H -0.8533 -26.0369 17.8810 -0.61
H -0.7543 -27.1524 22.2055 0.38
H -1.9091 -26.5491 23.4117 0.32
H -2.5000 -28.8225 22.6763 0.49
H -3.8274 -27.7017 22.2139 0.34
H -2.6332 -28.2781 21.0347 -0.22
H 0.7380 -22.6720 22.0953 0.30
H -0.6977 -22.4847 21.1301 0.21
H -1.2479 -22.4511 23.6716 0.42
H -2.0735 -23.6894 22.6864 0.20
H -0.7034 -24.0979 23.7711 0.22
C -7.4310 -29.4005 16.0770 -0.88
C -7.8943 -28.0013 16.0828 -0.41
O -6.9899 -27.3557 17.0749 -0.19
P -7.0660 -25.7942 16.9940 1.01
O -7.0492 -25.2574 15.6014 -0.79
O -8.4079 -25.4900 17.8403 -0.43
C -8.9678 -24.1290 17.7497 -0.33
C -8.0918 -23.2314 18.6601 -0.94
O -5.9696 -25.4489 18.0575 -0.31
C -4.5230 -25.4399 17.7840 -0.22
C -3.7745 -26.3996 18.7112 0.17
H -8.1511 -29.9329 15.3986 0.39
H -6.4554 -29.4690 15.5284 0.04
H -7.3996 -29.9468 17.0262 0.27
H -7.9407 -27.5049 15.1382 0.44
H -8.8765 -27.9153 16.5302 0.30
H -8.9470 -23.7559 16.7225 0.27
H -9.9389 -24.1447 18.1678 0.33
H -7.0937 -22.9521 18.3026 0.23
H -8.5392 -22.2519 18.8399 0.44
H -7.9380 -23.7848 19.5935 0.23
H -4.3335 -25.7654 16.7468 0.11
H -4.2560 -24.3952 17.9111 0.13
H -4.1010 -27.3912 18.4625 0.38
H -2.7257 -26.4206 18.6594 -0.78
H -4.0407 -26.2003 19.7489 0.63
C 3.1121 -22.6454 10.3895 -1.48
C 2.7965 -23.9760 11.0436 1.46
O 2.2011 -24.8624 9.9940 -0.52
P 2.0981 -26.3761 10.3161 -0.84
O 1.4921 -26.6894 11.6049 1.55
O 1.3541 -26.7933 9.0096 -0.37
C 1.0773 -28.2362 8.7714 -0.41
C -0.2745 -28.5793 9.3258 -0.57
O 3.4850 -27.0924 10.1931 -0.28
C 4.3113 -27.1450 9.0734 -0.30
C 5.1727 -25.9463 8.8483 -0.76
H 3.3146 -21.9653 11.2083 0.02
H 4.0075 -22.7006 9.7920 0.37
H 2.2955 -22.2498 9.7713 0.38
H 3.7301 -24.4099 11.4256 0.09
H 2.0083 -23.9361 11.7898 -0.49
H 1.2487 -28.4045 7.6786 0.40
H 1.8702 -28.8869 9.2470 0.25
H -0.2607 -28.4755 10.4193 -0.21
H -1.1578 -27.9946 9.1298 0.21
H -0.4598 -29.6380 9.0770 0.41
H 5.0105 -27.9224 9.3603 0.28
H 3.7248 -27.5089 8.2333 0.32
H 5.7003 -25.5772 9.7665 -0.08
H 5.9787 -26.1937 8.1387 0.50
H 4.5535 -25.1338 8.4094 0.21
C 3.2678 -25.6271 14.4060 0.18
C 4.7338 -25.4337 14.7670 -1.04
O 5.3468 -24.8922 13.4883 0.68
P 6.7921 -24.3614 13.6367 0.03
O 7.8471 -25.0897 14.3488 -0.84
O 6.6465 -22.9560 14.3676 -0.39
C 5.6452 -22.0594 13.8117 0.86
C 5.7173 -20.8514 14.6888 -1.66
O 7.0245 -24.1284 12.0298 -0.02
C 8.4105 -23.8943 11.7040 -0.48
C 8.9021 -25.0729 10.7868 -0.99
H 2.7327 -24.7511 14.0943 -0.27
H 3.1499 -26.4380 13.6678 0.07
H 2.7775 -26.0266 15.2866 0.06
H 4.8352 -24.6942 15.5731 0.45
H 5.2122 -26.4060 15.0499 0.40
H 5.8855 -21.8998 12.7684 0.32
H 4.6273 -22.4403 13.9675 -0.37
H 5.5017 -21.0959 15.6865 0.32
H 6.6850 -20.3478 14.7054 0.44
H 4.9064 -20.1683 14.4237 0.37
H 8.5159 -22.9205 11.1978 0.30
H 8.9704 -23.8954 12.6157 0.48
H 9.8780 -24.8495 10.2806 0.39
H 9.0239 -25.9765 11.4141 0.25
H 8.1939 -25.2446 9.9764 0.16
C -1.0948 -24.6615 12.5933 0.44
C -1.4525 -25.7801 11.6985 0.17
O -2.8874 -25.6694 11.4176 -0.23
P -3.7201 -26.6265 10.4741 0.31
O -3.2761 -26.8372 9.0541 -0.87
O -3.7249 -27.9303 11.3864 0.21
C -4.2934 -29.1299 10.8036 -0.56
C -5.7765 -29.1634 11.1497 -0.93
O -5.1634 -26.0363 10.6122 -0.16
C -5.7231 -25.1338 9.5643 -0.38
C -5.1498 -23.7788 9.7382 -1.07
H -0.9799 -23.7205 12.0699 0.64
H -1.8195 -24.6049 13.4554 -0.05
H -0.1264 -24.9304 13.0325 -1.12
H -0.9154 -25.8550 10.7839 0.61
H -1.3258 -26.7492 12.2742 -0.38
H -4.0910 -29.0202 9.7099 0.43
H -3.7189 -29.9623 11.1897 0.29
H -5.9161 -29.3759 12.2260 0.17
H -6.2206 -28.1916 10.9324 0.20
H -6.2737 -29.8897 10.5568 0.41
H -5.5442 -25.5282 8.5619 0.32
H -6.7655 -25.1861 9.7495 0.37
H -5.7046 -23.1515 9.0401 0.46
H -5.3908 -23.4470 10.7578 0.24
H -4.1320 -23.6360 9.4259 0.28
C -0.1246 -32.5989 11.5854 -0.89
N 0.9858 -31.7623 12.0381 -0.22
C 0.8948 -30.6385 12.8323 0.60
C 2.1619 -29.8220 13.0372 0.18
O -0.1835 -30.3154 13.3300 -0.73
H -1.0516 -32.2265 11.9811 0.23
H 0.0071 -33.6631 11.9040 0.27
H -0.1681 -32.5597 10.4943 0.34
H 1.8564 -31.9299 11.5657 0.25
H 2.1631 -29.0577 12.2686 -0.32
H 3.0386 -30.4435 12.8942 0.60
H 2.2207 -29.3644 14.0198 -0.76
C -2.5611 -31.4561 20.2127 -0.92
N -2.2093 -31.5451 18.8094 -0.19
C -0.9154 -31.4923 18.3726 0.55
C -0.7051 -31.5748 16.8184 0.12
O 0.0015 -31.5405 19.1386 -0.65
H -1.6547 -31.3780 20.8300 0.31
H -3.2133 -32.2493 20.5239 0.38
H -3.1812 -30.5661 20.3770 0.21
H -2.9496 -31.3315 18.1253 0.22
H -0.3449 -30.5749 16.5009 -0.61
H -1.7240 -31.7421 16.3345 0.27
H -0.0075 -32.3892 16.5991 0.36
C 3.7844 -28.1179 18.9333 -0.85
N 3.3153 -29.2768 18.1908 -0.10
C 3.3117 -29.3276 16.8240 0.49
C 2.8434 -30.6503 16.2543 -0.39
O 3.7372 -28.4110 16.1041 -0.52
H 4.0630 -28.3505 19.9386 0.38
H 3.0521 -27.2669 18.9366 0.16
H 4.6537 -27.7594 18.4471 0.31
H 2.8285 -29.9988 18.7300 0.23
H 2.9719 -31.4484 17.0261 0.45
H 3.4387 -30.8854 15.3660 0.29
H 1.8038 -30.5432 15.9800 -0.39
C 0.2781 -27.2438 14.5542 0.29
N -1.0591 -27.9434 14.5247 1.24
C -2.1646 -27.5636 15.2147 0.66
C -3.3108 -28.5577 15.0122 -1.27
O -2.2754 -26.6120 15.9673 -0.49
H 0.9370 -27.9661 15.0818 -0.60
H 0.1851 -26.3615 15.1735 -0.61
H 0.6457 -27.0992 13.5441 0.58
H -1.0953 -28.8493 14.0531 -0.03
H -3.8017 -28.7621 15.9750 0.12
H -2.9478 -29.5059 14.6310 0.33
H -4.0601 -28.1441 14.3420 0.20